C37H27N4O9V | ωB97M-V/def2-TZVPD

XYZ file:
```
78
Properties=species:S:1:pos:R:3
V 0.3358 0.9112 0.2904
O 3.7098 1.3829 -5.0545
O 2.0410 -0.1295 0.6182
O 2.3458 -4.5413 -5.3261
O 3.8071 -0.1294 -6.6305
O 0.4470 2.0024 2.1130
O -0.0449 0.0005 -1.3807
O 1.0695 -4.6904 -3.4582
O -1.6744 0.6023 -2.8243
O 0.9110 1.4534 -4.6129
N 3.3300 0.3611 -5.6072
N -0.6951 2.5887 -0.1543
N 1.6195 -4.0617 -4.3806
N 1.6579 2.1066 -0.8829
C 0.2943 -0.6420 -3.5708
C -4.8565 0.5840 1.8065
C -1.0086 -2.6219 2.5307
C -4.3712 0.5077 0.4870
C 1.1524 0.2664 -4.3596
C -0.2906 -1.6434 1.7413
C -0.3167 3.1140 -1.4570
C -2.1562 -0.1743 1.4497
C 3.3567 0.4308 -1.3056
C -0.7950 -0.5207 1.2057
C 1.4145 -2.6430 -4.3754
C -0.6131 0.0675 -2.5477
C -0.8752 -4.1905 4.3330
C -0.3172 -3.2582 3.4751
C -0.7115 2.4991 4.1339
C 3.1270 -0.2882 -0.0980
C -1.6556 3.0354 1.9723
C -2.8540 3.7591 4.0362
C 4.0315 -1.2473 0.3274
C 4.4548 0.1318 -2.1468
C 2.6264 1.5925 -1.5657
C -2.3259 -3.0850 2.2776
C 2.2162 -0.3549 -5.0166
C 0.4055 -1.9888 -3.5175
C 2.3453 -1.8284 -5.0332
C -2.1239 -4.5974 4.0985
C -3.0352 0.0876 0.3397
C -2.6630 -0.0998 2.7309
C -2.8626 -4.0208 3.0272
C -0.5977 2.4805 2.6873
C 5.2892 -0.8966 -1.7790
C -1.8289 3.0704 4.7983
C -1.4760 3.2957 0.5328
C 5.0628 -1.5303 -0.5148
C -4.0535 0.2095 2.8797
C 1.1150 3.3955 -1.3895
C -2.7229 3.6876 2.6424
H -4.4601 0.2846 3.8747
H 2.8809 2.1758 -2.4499
H -5.9258 0.7647 2.0195
H -2.6704 0.2222 -0.6997
H -2.6719 -5.3019 4.7390
H -1.7406 3.2451 5.8202
H 3.7440 -1.5928 1.2908
H -0.2868 -4.5478 5.2474
H -3.5067 4.1986 2.0893
H 0.1669 2.2775 4.7902
H -0.9031 4.0322 -1.7100
H 4.6336 0.6127 -3.0518
H -3.8791 -4.4073 2.7652
H 3.1341 -2.3272 -5.6076
H -1.9450 4.1830 0.0772
H -3.7409 4.1706 4.4847
H 1.4184 4.2457 -0.7234
H -1.9387 -0.1625 3.5734
H -2.8025 -2.6500 1.4119
H -0.4098 2.5043 -2.3321
H -0.2226 -2.6112 -2.9495
H 1.2954 3.6650 -2.4248
H 5.8597 -2.2484 -0.2740
H 0.8027 -1.8869 1.6640
H 6.0721 -1.1647 -2.4417
H -4.8497 0.7940 -0.3802
H 0.7054 -2.9157 3.6517
```

Calculated values
Energy relative to the best compared isomer or geometry (same formula, charge and spin) (kJ/mol): 153.5
Net charge: -2
2S+1: 3
⟨S²⟩: 2.013
Highest occupied orbital energy (alpha / beta) (eV): -2.602 / -2.707
Orbital gap (alpha / beta) (eV): 7.0 / 7.1
Max |F| (eV Å⁻¹): 5.4


C37H27N7O2STi | ωB97M-V/def2-TZVPD

XYZ file:
```
75
Properties=species:S:1:pos:R:3
Ti -0.2648 -0.3912 0.4519
S -0.6988 -2.7076 0.2337
O -4.0721 0.0017 0.4354
O -0.5002 -3.0847 4.4091
N 0.8663 0.9086 2.9441
N -0.2907 -1.1024 3.3163
N -1.9549 0.1750 1.4136
N 1.4900 -0.7393 -0.5833
N -1.0119 7.4173 -4.9958
N 2.2712 -2.0798 2.4329
N -0.8273 0.9908 -0.9815
C -2.3625 0.3934 -3.3762
C -0.7488 3.4883 -1.3170
C -0.9568 6.5733 -4.2167
C 2.6008 0.0524 -0.7636
C -2.0544 4.9499 -2.7270
C 3.1907 -1.0250 -2.8488
C 3.6746 -3.9502 1.9820
C 1.4489 -2.8659 3.0977
C -2.1994 0.4161 -0.9502
C -0.9467 0.6831 -3.4059
C 0.9000 -3.9461 -3.2751
C 0.1236 -2.3330 3.6660
C 1.8983 -3.0221 -3.5319
C -3.6005 0.6041 3.1771
C -0.8860 5.5038 -3.2294
C 2.8615 1.1126 0.2740
C -2.8516 0.1900 0.3450
C 1.3089 -1.8046 -1.4906
C 0.3503 5.0507 -2.7942
C 3.3511 -2.6062 1.8655
C -4.0186 0.4810 4.4909
C -1.9810 3.9471 -1.7737
C 2.1313 -1.9572 -2.6464
C 0.3107 -2.7706 -1.2277
C -0.2258 0.9215 -2.3081
C 0.1258 -3.8248 -2.1309
C -2.0166 -0.7180 5.0162
C 2.8301 -4.7657 2.7178
C 0.4370 -0.1661 2.3969
C -0.7115 2.3594 -0.3327
C -3.2336 -0.1906 5.4201
C 0.4127 4.0404 -1.8444
C 1.6909 -4.2216 3.2863
C -2.3871 0.0592 2.7316
C 3.4241 -0.0603 -1.8540
C -2.9183 0.2369 -2.1406
C -1.5844 -0.5957 3.7030
H -3.0134 5.3013 -3.0842
H 0.2151 2.3844 0.2499
H -1.3875 -1.2474 5.7183
H 2.3147 0.9414 1.1985
H -1.5432 2.4264 0.3618
H -0.6486 -4.5498 -1.9096
H 1.2552 5.4812 -3.2027
H -0.4027 0.6572 -4.3444
H -2.9136 0.1963 -4.2849
H 2.5222 -3.1062 -4.4172
H 3.9636 -1.9258 1.2797
H -3.5589 -0.3032 6.4477
H 3.0438 -5.8228 2.8276
H 0.7008 0.8898 3.9574
H -3.9458 -0.0797 -2.0087
H 1.3764 3.6749 -1.5090
H -4.2235 1.1031 2.4512
H -4.9719 0.9059 4.7871
H 0.7266 -4.7694 -3.9609
H 4.5648 -4.3402 1.5042
H 0.9672 -4.8081 3.8321
H 2.5894 2.1132 -0.0876
H -2.8870 3.4922 -1.3907
H 0.8395 1.1024 -2.3344
H 4.2645 0.6232 -1.9331
H 3.8296 -1.1139 -3.7198
H 3.9282 1.1455 0.5104
```

Calculated values
Energy relative to the best compared isomer or geometry (same formula, charge and spin) (kJ/mol): 252.4
Net charge: -2
2S+1: 3
⟨S²⟩: 2.026
Highest occupied orbital energy (alpha / beta) (eV): 0.177 / -0.842
Orbital gap (alpha / beta) (eV): 4.1 / 5.1
Max |F| (eV Å⁻¹): 1.4


C37H29N8O6Ti | ωB97M-V/def2-TZVPD

XYZ file:
```
81
Properties=species:S:1:pos:R:3
Ti -0.8452 1.0987 0.3549
O -0.5775 0.3630 1.9910
O -5.1595 -1.4458 5.9056
O -6.9447 -1.1884 4.7444
O -1.2940 2.9924 0.7408
O 0.3758 1.1460 -1.3009
O -2.7452 0.7416 0.5908
N -5.7374 -1.0694 4.8970
N 2.1887 1.7524 -0.0392
N 3.3996 -1.8377 1.0036
N -0.3023 -2.2459 1.4085
N 1.1372 2.0149 0.8285
N 1.9059 -2.2487 -0.5960
N -1.2724 -0.9837 -0.9671
N -1.7540 -2.9201 -1.9347
C -2.6991 -2.0293 -4.1121
C -3.4207 0.3146 1.6331
C -2.9591 -0.8292 -4.7485
C -1.0312 3.5273 1.9079
C -1.3577 0.0107 3.0002
C -2.1097 0.4596 -2.8712
C 4.1343 -1.9596 -0.1573
C -2.0241 4.2564 2.5914
C 3.1802 -2.2168 -1.1505
C 3.5856 -2.4180 -2.4654
C -2.7611 -0.0773 2.8513
C 4.9394 -2.3650 -2.7418
C 0.4805 4.0395 3.7557
C 5.8809 -2.1060 -1.7374
C -4.9449 -0.5868 3.7761
C -0.5181 4.7157 4.4239
C 2.5190 1.0821 -2.3253
C 1.0570 -2.0073 1.7732
C -5.5970 -0.2068 2.6011
C 1.3461 2.8430 1.7756
C 0.2489 3.4275 2.5205
C 4.0903 0.7565 -4.5998
C 2.7112 0.6370 -4.6850
C -2.6693 0.3962 -4.1341
C 4.6854 1.0216 -3.3721
C -3.5739 -0.5285 3.9072
C -1.8394 -0.7395 -2.2165
C 2.0792 -2.0223 0.6736
C 5.4947 -1.8925 -0.4257
C -0.7714 -3.0689 0.3493
C -2.1393 -1.9548 -2.8435
C 3.9050 1.1873 -2.2402
C -1.2516 -2.2767 -0.8384
C -4.8211 0.2421 1.5549
C 1.6473 1.3247 -1.1448
C 1.9273 0.7924 -3.5506
C -1.7762 4.8178 3.8245
H 1.0891 -1.0131 2.2332
H -2.9241 -2.9784 -4.5822
H -0.8650 -0.1466 3.9542
H -3.1209 -0.8371 4.8393
H 1.4323 -2.7128 2.5381
H 3.7449 -1.6072 1.9175
H 2.8525 -2.5993 -3.2405
H -0.9830 -1.6816 1.8931
H -2.9978 4.3298 2.1241
H -1.6120 -3.6977 0.6773
H -1.8793 1.4133 -2.4173
H -2.8880 1.3153 -4.6623
H 4.7032 0.6331 -5.4846
H 1.4729 3.9680 4.1895
H -5.2747 0.5566 0.6229
H 0.0145 -3.7395 0.0023
H 5.2819 -2.5100 -3.7584
H -6.6717 -0.2682 2.5314
H 0.8497 0.7004 -3.5958
H -1.8193 -3.9154 -2.0445
H 6.9317 -2.0623 -1.9947
H 6.2221 -1.6859 0.3492
H 2.2421 0.4213 -5.6374
H -3.3962 -0.8365 -5.7390
H 2.3628 3.2000 1.9490
H 4.3506 1.4110 -1.2802
H -2.5726 5.3450 4.3369
H -0.3315 5.1625 5.3916
H 5.7633 1.0991 -3.2991
```

Calculated values
Energy relative to the best compared isomer or geometry (same formula, charge and spin) (kJ/mol): 150.3
Net charge: -1
Highest occupied orbital energy (alpha / beta) (eV): -2.603 / -2.592
Orbital gap (alpha / beta) (eV): 5.0 / 5.0
Max |F| (eV Å⁻¹): 1.0


C37H30Br2FeNO2P2 | ωB97M-V/def2-TZVPD

XYZ file:
```
75
Properties=species:S:1:pos:R:3
Br 0.7723 -23.3525 6.6417
Br 5.8558 -17.2249 2.8657
Fe 6.6451 -17.0106 5.1656
P 5.8399 -14.7468 6.1599
P 8.6156 -18.5956 4.7765
O 5.3539 -18.2184 6.3262
O 6.5308 -20.0591 6.0744
N 8.3565 -15.8656 5.4827
C 4.4230 -21.6913 5.8142
C 3.4658 -15.4190 7.3050
C 8.6289 -22.3344 2.0488
C 7.3592 -14.1247 6.9295
C 5.0048 -10.9768 4.9147
C 2.9652 -19.8701 6.4059
C 5.4758 -19.4716 6.1609
C 9.6021 -16.1177 4.8941
C 8.5018 -14.6332 6.1178
C 5.2483 -12.0988 5.6967
C 11.4873 -20.0303 7.1878
C 2.4750 -15.4941 8.2849
C 10.7557 -19.6095 6.0972
C 10.4728 -15.1067 5.2125
C 5.0486 -11.0220 3.5318
C 3.3537 -22.5886 5.9138
C 3.5968 -13.7579 9.4792
C 8.7301 -21.4010 4.2691
C 5.4928 -13.3091 5.0539
C 5.4383 -13.3892 3.6818
C 8.6969 -22.5109 3.4133
C 4.5257 -14.5360 7.4008
C 9.4693 -19.1919 6.2566
C 9.8115 -17.3525 4.1099
C 8.5426 -21.0473 1.5087
C 8.8846 -19.2721 7.5123
C 9.5857 -19.7229 8.6263
C 4.2135 -20.3451 6.1136
C 1.8481 -20.7192 6.4699
C 2.5500 -14.6508 9.3697
C 2.1211 -22.0909 6.2913
C 8.5776 -19.9405 2.3716
C 10.9106 -20.0999 8.4479
C 5.1960 -12.2507 2.9023
C 4.6169 -13.6880 8.5045
C 8.6749 -20.0885 3.7292
C 9.7782 -14.1419 6.0020
H 5.5667 -14.3786 3.2184
H 7.8477 -19.0306 7.6354
H 1.6401 -16.2333 8.2169
H 3.4603 -23.6715 5.7532
H 3.3807 -16.1434 6.4669
H 8.6944 -23.5083 3.8444
H 11.4803 -15.0218 4.8817
H 10.2653 -13.2345 6.4123
H 8.6487 -23.1894 1.4177
H 5.2748 -11.9658 6.7902
H 5.4082 -12.9768 8.6936
H 9.4926 -17.2034 3.0616
H 7.4478 -14.5416 7.9312
H 8.4140 -18.9532 1.9019
H 5.2446 -12.3262 1.8204
H 8.7927 -21.4984 5.3472
H 10.8494 -17.6497 4.0055
H 12.5319 -20.3538 7.0997
H 11.4671 -20.5101 9.2682
H 11.2283 -19.5030 5.1384
H 1.8028 -14.6457 10.1502
H 8.5259 -20.8899 0.4129
H 7.3771 -13.0209 6.9472
H 5.4323 -22.0142 5.6052
H 2.9086 -18.8177 6.6378
H 4.8531 -9.9907 5.3863
H 0.8409 -20.3562 6.6572
H 3.5564 -13.0630 10.3313
H 4.8995 -10.1217 2.9525
H 9.1313 -19.6985 9.5989
```

Calculated values
Energy relative to the best compared isomer or geometry (same formula, charge and spin) (kJ/mol): 0.0
Net charge: -1
2S+1: 5
⟨S²⟩: 6.014
Highest occupied orbital energy (alpha / beta) (eV): -4.641 / -4.629
Orbital gap (alpha / beta) (eV): 7.1 / 7.1
Max |F| (eV Å⁻¹): 2.1


C37H30BrGeI2N3O2Ru | ωB97M-V/def2-TZVPD

XYZ file:
```
77
Properties=species:S:1:pos:R:3
I -2.1147 -0.9094 4.7095
I 3.1633 -0.7970 7.4968
Ru 0.6095 -0.5120 0.5841
Br -1.9751 -2.2220 0.4509
Ge -1.1657 1.5746 -1.6165
O -0.7041 -5.5680 4.1521
O -0.2482 0.2003 2.3988
N 2.8938 -0.1817 1.3998
N 1.7914 -1.2840 -0.9870
N 0.4467 -2.5139 1.6477
C -4.2061 1.2240 1.2409
C -0.0883 -0.4701 4.6647
C -0.2865 -4.5697 3.3458
C 1.3153 -3.0299 2.5217
C 1.4016 -2.1476 -1.9231
C -0.7568 -1.0022 -5.5665
C -1.3583 -1.5341 -4.4314
C 2.0188 -0.4233 5.8097
C -5.2486 0.7173 -0.8692
C -0.5113 6.2281 -2.1826
C 2.2810 -2.6840 -2.8524
C -0.1447 5.5876 -1.0047
C -1.0779 5.4991 -3.2191
C -0.3315 4.2165 -0.8705
C -4.0278 0.9027 -1.5143
C 3.4249 0.1622 0.0831
C 0.4685 0.0411 3.4728
C 2.6011 0.1218 4.6749
C -2.8859 1.2590 -0.7919
C -1.4934 -0.7527 -3.2890
C -0.2880 0.3042 -5.5531
C -1.0324 0.5680 -3.2572
C 1.8537 0.3626 3.5277
C 3.0712 -0.8885 -0.9453
C -1.2730 4.1293 -3.0763
C 0.9981 -4.0494 3.3953
C -0.8960 3.4651 -1.9070
C -0.4205 1.0796 -4.4045
C -0.7788 -3.0266 1.6382
C 4.0079 -1.3984 -1.8308
C -5.3364 0.8831 0.5070
C -1.2056 -4.0604 2.4438
C -2.9899 1.4085 0.5962
C 3.6073 -2.3063 -2.7959
C 0.2010 0.8693 -0.4513
C 2.5654 0.9285 2.3248
C 0.6603 -0.7069 5.8097
H 3.6549 0.3812 4.6766
H 0.2881 6.1574 -0.1913
H 0.1826 -1.1154 6.6903
H -3.9744 0.7663 -2.5901
H 4.5100 0.3084 0.0762
H 4.3265 -2.7056 -3.5017
H 1.7339 -4.4132 4.1011
H 1.9260 1.6188 1.7805
H -0.0275 2.0895 -4.4053
H 2.3007 -2.5851 2.5256
H 5.0357 -1.0678 -1.7565
H -1.3733 5.9944 -4.1365
H 1.9125 -3.3755 -3.5978
H 3.4598 1.4648 2.6584
H -2.1066 1.6291 1.1895
H -1.7417 3.5816 -3.8871
H -2.2176 -4.4330 2.4019
H -1.9760 -1.1743 -2.4134
H -4.2668 1.3325 2.3172
H 0.1836 0.7215 -6.4348
H -0.6556 -1.6052 -6.4608
H -0.0047 -5.8049 4.7706
H -0.3585 7.2948 -2.2918
H -6.1273 0.4411 -1.4401
H -0.0259 3.7313 0.0516
H 2.9491 1.0951 -0.2250
H 0.3491 -2.3928 -1.9235
H -6.2853 0.7390 1.0098
H 3.5182 -0.8140 1.8883
H -1.7246 -2.5541 -4.4383
```

Calculated values
Energy relative to the best compared isomer or geometry (same formula, charge and spin) (kJ/mol): 203.8
Net charge: 0
Highest occupied orbital energy (alpha / beta) (eV): -5.828 / -5.818
Orbital gap (alpha / beta) (eV): 6.0 / 6.0
Max |F| (eV Å⁻¹): 4.6


C37H30F10MnN5S2 | ωB97M-V/def2-TZVPD

XYZ file:
```
85
Properties=species:S:1:pos:R:3
Mn -0.1877 -0.4075 -1.6238
S -2.3864 -3.3236 -4.8094
S 3.8655 1.2330 1.5231
F 1.4715 -2.8105 -1.2960
F -0.0815 4.0611 -4.1631
F -1.6091 1.7727 -8.0881
F -2.6037 -3.7629 0.7291
F 0.9726 -6.7477 1.3966
F 2.5385 -5.1585 -0.3541
F -0.6149 -0.5940 -7.0289
F -1.6996 -5.9072 1.9274
F -1.0305 4.1393 -6.7513
F 0.6996 -0.5434 -4.6430
N -0.2051 1.4527 -2.8000
N -0.6934 -1.7148 -0.0860
N 1.4706 0.1860 1.3333
N -1.6390 0.8712 -0.5481
N -1.5007 -1.6432 -3.1006
C -0.7582 2.9481 -6.1627
C 3.0021 0.9811 2.9532
C -0.0713 0.8314 6.0513
C 1.9063 -0.1775 -1.6120
C -0.9705 2.2161 -0.5937
C 0.5236 -5.5691 0.9451
C 1.3001 -4.7381 0.0641
C -0.9589 1.7782 -6.9284
C 3.2974 1.8153 -1.4325
C 1.7080 0.4231 2.6611
C -1.2870 -2.8518 -3.6400
C -1.4083 1.3160 5.4614
C 2.3244 1.2929 5.2285
C -0.4471 0.5665 -6.3518
C -3.0399 1.0427 -1.0857
C 2.4244 0.7647 0.6202
C 3.8548 1.5798 -2.7080
C 1.0269 0.7653 4.9841
C -1.2729 -4.0212 0.6487
C -0.3594 2.8840 -4.8143
C 2.6235 -0.5490 -2.7059
C -3.0842 -1.7335 -4.6834
C -1.7487 -1.2401 0.7615
C -0.1216 1.6328 -4.1632
C 2.5131 0.8171 -0.8179
C -0.2162 -0.6077 6.6440
C -0.4567 -3.0395 -0.0145
C -2.4598 -0.9823 -3.7809
C -0.8557 -5.1846 1.1511
C 0.7332 0.2972 3.7091
C -1.6808 0.3175 0.7795
C -0.4164 2.6046 -1.9656
C 3.5824 0.3187 -3.2212
C 0.0776 0.5700 -5.0671
C 0.3379 1.8199 7.1951
C 3.2805 1.3979 4.2292
C 0.7962 -3.5594 -0.4292
H 4.1123 0.0632 -4.1333
H -0.5678 2.1523 7.7854
H 0.8290 2.7543 6.7779
H -2.1285 1.4472 6.2950
H 2.5614 1.6290 6.2461
H -1.6090 3.0061 -0.1939
H 4.5145 2.2445 -3.2121
H 2.4906 -1.5288 -3.2326
H 1.0744 1.3584 7.9127
H 3.5789 2.7181 -0.7867
H -1.0648 -0.7020 7.3469
H 0.5496 3.1706 -1.8430
H -3.0088 1.3028 -2.1434
H 0.7086 -0.8145 7.1713
H -3.9626 -1.5435 -5.2903
H -0.5410 -3.5469 -3.3337
H 4.2371 1.8227 4.4949
H -3.5034 1.8285 -0.4594
H -0.1298 2.1119 0.0775
H -1.8656 0.5180 4.8171
H -2.6687 0.0458 -3.6085
H -0.3465 -1.3948 5.8690
H -0.2284 -0.2136 3.5023
H -1.2618 2.2278 4.9215
H -2.7152 -1.6912 0.4229
H -1.5691 -1.5149 1.8358
H -1.0964 3.3350 -2.4393
H -2.5508 0.6863 1.3798
H -0.7342 0.5747 1.2738
H -3.5697 0.1230 -0.9803
```

Calculated values
Energy relative to the best compared isomer or geometry (same formula, charge and spin) (kJ/mol): 0.0
Net charge: 0
2S+1: 5
⟨S²⟩: 6.369
Highest occupied orbital energy (alpha / beta) (eV): -7.196 / -7.303
Orbital gap (alpha / beta) (eV): 5.6 / 6.9
Max |F| (eV Å⁻¹): 3.7